[1]
Computed, not measured: a structure of composition C8H13Cl3IN3O4RhSSi at a distorted geometry, with ωB97M-V/def2-TZVPD.

```
35
Properties=species:S:1:pos:R:3
Rh 0.33 0.19 0.84
N 2.89 -1.50 -1.03
C 3.22 -0.76 0.03
O 2.43 -0.03 0.64
C 4.66 -0.77 0.47
I 5.21 -2.65 1.32
H 1.96 -1.43 -1.40
H 3.57 -2.11 -1.46
H 4.81 -0.01 1.23
H 5.33 -0.61 -0.37
Cl -1.58 -2.23 2.91
Si 0.10 -1.76 1.94
Cl 1.58 -2.79 2.78
Cl 0.79 1.14 2.82
N -2.11 -1.48 -0.36
C -2.55 -0.34 0.25
C -3.91 -0.02 0.27
C -4.35 1.09 0.93
C -3.43 1.89 1.60
C -2.11 1.52 1.59
N -1.67 0.41 0.94
H -2.80 -1.95 -0.93
H -1.21 -1.41 -0.83
H -4.60 -0.66 -0.28
H -5.40 1.35 0.92
H -3.73 2.78 2.14
H -1.37 2.08 2.13
C 1.03 1.51 -3.10
S -0.03 1.06 -1.78
O 0.30 -0.37 -1.35
O -1.39 1.19 -2.21
O 0.36 1.88 -0.61
H 0.96 0.75 -3.87
H 2.04 1.60 -2.72
H 0.66 2.46 -3.47
```

- DFT total energy (eV) = -88555.35862
- HOMO energy (eV) = -12.2
- orbital gap (hartree) = 0.2562
- total charge = +1

Atomic partial charges in e from the natural (NBO) method, atoms 1 to 8: Rh 0.662; N -0.783; C 0.688; O -0.637; C -0.622; I 0.158; H 0.441; H 0.420

=====

[2]
Computed, not measured: a cluster of 2 separate species, C8H13F3OS in total at a distorted geometry, with ωB97M-V/def2-TZVPD.

```
26
Properties=species:S:1:pos:R:3
C 0.54 2.79 -3.31
C 0.98 -0.59 -0.55
C -1.09 0.65 0.34
C 1.86 0.08 0.48
C -0.17 1.56 1.15
C -0.50 -0.77 -0.03
C 1.30 1.33 1.05
C -1.24 -1.51 -1.23
O 2.42 3.38 -1.69
F -0.45 1.86 -3.44
F 1.48 2.45 -4.24
F -0.04 3.81 -1.01
S 1.20 2.68 -1.57
H 0.83 -0.13 -1.61
H 1.33 -1.76 -0.68
H -2.15 0.41 0.85
H -1.19 1.28 -0.57
H 2.15 -0.53 1.35
H 2.79 0.19 0.09
H -0.32 2.51 0.89
H -0.46 1.35 2.21
H -0.56 -1.17 0.92
H 2.14 1.92 1.60
H -0.74 -2.42 -1.31
H -1.42 -1.00 -2.14
H -2.29 -1.82 -0.83
```

- DFT total energy (eV) = -29535.55415
- HOMO energy (spin up / spin down) (eV) = -7.6 / -9.7
- orbital gap (spin up / spin down) (hartree) = 0.2147 / 0.3545

Atomic partial charges in e from the natural (NBO) method, atoms 1 to 8: C 0.452; C -0.397; C -0.387; C -0.522; C -0.500; C -0.215; C -0.078; C -0.607

=====

[3]
Computed, not measured: a structure of composition C8H13F6IN4O4S2 at a distorted geometry, with ωB97M-V/def2-TZVPD.

```
38
Properties=species:S:1:pos:R:3
C -2.17 -0.44 -0.70
C -3.02 0.34 -1.78
I -4.95 0.78 -0.83
C -2.39 1.71 -2.27
N -0.96 1.63 -2.66
C -0.57 0.80 -3.82
C 0.73 0.10 -3.18
N 1.02 0.86 -1.92
C 0.02 1.88 -1.68
N 0.04 2.86 -0.78
H -1.06 -0.43 -0.87
H -2.48 -1.53 -0.76
H -2.32 -0.05 0.35
H -3.25 -0.31 -2.68
H -2.97 2.10 -3.17
H -2.50 2.50 -1.48
H -1.33 0.16 -4.32
H -0.09 1.53 -4.54
H 0.57 -0.94 -2.78
H 1.61 0.17 -3.89
H 0.96 0.13 -1.19
H 0.68 3.65 -0.84
H -0.64 2.91 -0.01
C 0.60 -2.43 5.15
F -0.51 -2.64 5.88
F 1.50 -1.85 5.96
F 1.10 -3.64 4.84
S 0.27 -1.42 3.66
O -0.23 -0.16 4.18
O -0.69 -2.19 2.90
N 1.76 -1.41 3.10
S 1.91 -0.61 1.75
O 1.76 0.83 1.83
O 1.31 -1.21 0.57
C 3.70 -0.87 1.54
F 4.02 -2.17 1.45
F 4.41 -0.37 2.57
F 4.18 -0.28 0.43
```

- DFT total energy (eV) = -68729.47853
- HOMO energy (eV) = -9.2
- orbital gap (hartree) = 0.2622

Atomic partial charges in e from the natural (NBO) method, atoms 1 to 8: C -0.670; C -0.307; I 0.111; C -0.268; N -0.379; C -0.249; C -0.239; N -0.609

=====

[4]
Computed, not measured: a cluster of 2 separate species, C8H13IN2 in total at a distorted geometry, with ωB97M-V/def2-TZVPD.

```
24
Properties=species:S:1:pos:R:3
C 0.06 1.15 -0.38
C 1.81 -2.33 -0.01
C -1.19 1.82 -0.12
C -0.61 -0.18 -0.34
C -1.72 0.45 0.57
C -0.90 -0.79 -1.71
C -1.52 0.30 2.04
C 2.40 0.60 -0.41
N 2.79 -2.54 0.58
N 1.31 1.52 -0.33
I -3.71 -0.11 -0.17
H -0.20 -1.02 0.20
H -1.13 2.80 0.40
H -1.84 2.08 -1.04
H -1.45 -1.79 -1.69
H 0.03 -1.11 -2.25
H -1.37 0.05 -2.33
H -2.53 0.46 2.43
H -0.78 1.00 2.40
H -1.14 -0.68 2.47
H 2.81 0.50 0.62
H 3.19 1.00 -1.10
H 2.11 -0.37 -0.81
H 3.59 -2.79 0.98
```

- DFT total energy (eV) = -19583.88308
- HOMO energy (eV) = -8.9
- orbital gap (hartree) = 0.3452

Atomic partial charges in e from the natural (NBO) method, atoms 1 to 8: C 0.284; C 0.290; C -0.479; C -0.374; C -0.019; C -0.611; C -0.679; C -0.434

=====

[5]
Computed, not measured: a cluster of 2 separate species, C8H13IN2 in total at a distorted geometry, with ωB97M-V/def2-TZVPD.

```
24
Properties=species:S:1:pos:R:3
C -2.41 -2.13 0.34
C -3.67 -2.53 0.29
C -0.81 1.22 -1.51
C 0.27 1.09 -0.64
C 2.45 0.11 -1.46
C 1.00 1.09 1.99
C 1.74 1.38 -1.03
C 0.10 0.52 0.77
N -1.32 -2.37 0.91
N -0.25 -2.25 1.33
I -2.76 0.90 -0.99
H -4.06 -3.39 0.87
H -4.41 -2.02 -0.25
H -0.61 1.78 -2.43
H 3.40 0.10 -1.99
H 1.86 -0.43 -2.24
H 2.64 -0.69 -0.68
H 2.04 1.37 1.67
H 0.93 0.46 2.82
H 0.61 1.96 2.44
H 1.70 2.12 -1.89
H 2.18 1.82 -0.11
H -0.99 0.45 1.15
H 0.38 -0.56 0.64
```

- DFT total energy (eV) = -19582.23742
- HOMO energy (eV) = -8.2
- orbital gap (hartree) = 0.2813

Atomic partial charges in e from the natural (NBO) method, atoms 1 to 8: C -0.020; C -0.351; C -0.447; C 0.051; C -0.631; C -0.605; C -0.444; C -0.486

=====

[6]
Computed, not measured: a structure of composition C8H13MnN at a distorted geometry, with ωB97M-V/def2-TZVPD.

```
23
Properties=species:S:1:pos:R:3
C -1.03 0.46 -1.73
C 0.42 0.58 -1.71
C 0.73 1.31 -0.44
C -0.42 2.02 -0.06
C -1.61 1.57 -0.84
Mn -0.10 -0.69 -0.19
N -2.66 1.30 0.19
C 0.67 -2.33 -0.68
C 1.77 -1.37 -0.24
H 1.72 1.41 0.02
H 1.14 0.25 -2.46
H -0.43 2.82 0.69
H -2.19 2.29 -1.48
H -1.60 0.16 -2.62
H 2.45 -0.93 -1.00
H 0.24 -3.07 0.05
H -3.36 0.76 -0.35
H 2.23 -1.43 0.76
H 0.56 -2.60 -1.74
C 0.08 -0.46 1.73
H 1.14 -0.26 1.99
H -0.25 -1.48 2.04
H -0.64 0.37 1.90
```

- DFT total energy (eV) = -41306.36624
- HOMO energy (spin up / spin down) (eV) = 2.7 / 2.0
- orbital gap (spin up / spin down) (hartree) = 0.1329 / 0.1546
- 2S+1 = 6
- total charge = -2

Atomic partial charges in e from the natural (NBO) method, atoms 1 to 8: C -0.492; C -0.364; C -0.384; C -0.206; C -0.157; Mn 1.011; N -1.120; C -0.833

=====

[7]
Computed, not measured: a structure of composition C8H13N at a distorted geometry, with ωB97M-V/def2-TZVPD.

```
22
Properties=species:S:1:pos:R:3
C -1.64 1.95 -0.49
C -0.11 1.88 -0.39
C -0.23 0.36 -0.03
C -1.72 0.34 -0.58
C 0.12 -0.15 1.38
C 1.02 -1.29 1.06
C 0.30 -1.93 -0.13
C 1.86 -0.68 -0.06
H -2.07 2.45 0.47
H -2.05 2.49 -1.37
H 0.32 1.93 -1.34
H 0.47 2.47 0.37
H -2.50 -0.18 0.05
H -1.80 0.03 -1.59
H -0.82 -0.30 1.88
H 0.69 0.58 2.00
H 1.37 -1.88 1.90
H -0.79 -2.20 -0.10
H 0.91 -2.69 -0.57
H 2.45 -1.50 -0.49
H 2.38 0.27 0.10
N 0.56 -0.61 -0.84
```

- DFT total energy (eV) = -9994.19131
- HOMO energy (eV) = -8.9
- orbital gap (hartree) = 0.3658

Atomic partial charges in e from the natural (NBO) method, atoms 1 to 8: C -0.394; C -0.429; C 0.148; C -0.420; C -0.440; C -0.250; C -0.235; C -0.238

=====

[8]
Computed, not measured: a cluster of 2 separate species, C8H13N in total at a distorted geometry, with ωB97M-V/def2-TZVPD.

```
22
Properties=species:S:1:pos:R:3
C 2.93 -0.04 -0.89
C -2.26 0.59 0.68
C -1.21 1.55 1.30
C -0.20 -0.62 0.97
C -1.18 -0.10 -0.07
C -0.12 0.76 0.55
C 3.88 -0.24 0.17
C -1.25 -0.67 -1.37
N 2.20 0.11 -1.75
H 4.79 -0.67 -0.39
H -3.03 -0.04 1.30
H -2.86 1.24 -0.04
H -1.54 2.47 0.88
H -1.29 1.60 2.43
H -0.48 -0.82 1.95
H 0.58 -1.32 0.66
H 3.57 -1.00 0.84
H 4.05 0.64 0.65
H 0.74 1.13 0.06
H -1.66 -1.73 -1.35
H -0.25 -0.60 -1.88
H -1.88 0.03 -1.93
```

- DFT total energy (eV) = -9993.91580
- HOMO energy (eV) = -9.1
- orbital gap (hartree) = 0.3602
- SMILES string = C[C@]12CC[C@H]1C2.CC#N

Atomic partial charges in e from the natural (NBO) method, atoms 1 to 8: C 0.300; C -0.375; C -0.397; C -0.426; C -0.039; C -0.230; C -0.708; C -0.617

=====

[9]
Computed, not measured: a structure of composition C8H13N at a distorted geometry, with ωB97M-V/def2-TZVPD.

```
22
Properties=species:S:1:pos:R:3
C 1.32 -0.85 -0.60
C 0.18 -0.09 -1.46
C -0.24 0.99 -0.22
C -1.35 2.06 -0.42
C -1.58 1.80 1.23
C -0.85 0.41 1.06
C 0.04 -0.69 1.56
C 0.96 -1.23 0.93
H 0.35 -2.35 -2.21
H 2.24 -1.58 -2.25
H 2.37 -0.48 -0.65
H -0.48 -0.78 -1.59
H 0.23 0.56 -2.40
H 0.90 1.26 0.02
H -1.02 2.96 -0.58
H -2.11 1.84 -1.11
H -1.01 2.33 2.03
H -2.45 1.54 1.88
H -1.65 -0.15 0.77
H -0.27 -1.26 2.52
H 1.16 -2.53 1.26
N 1.54 -2.26 -1.45
```

- DFT total energy (eV) = -9987.46017
- HOMO energy (eV) = -9.0
- orbital gap (hartree) = 0.3624

Atomic partial charges in e from the natural (NBO) method, atoms 1 to 8: C -0.096; C -0.404; C -0.170; C -0.369; C -0.399; C -0.301; C -0.188; C -0.204

=====

[10]
Computed, not measured: the ion C8H13N2 with charge +1 at a distorted geometry, with ωB97M-V/def2-TZVPD.

```
23
Properties=species:S:1:pos:R:3
C -1.91 -1.14 0.90
C -2.29 -0.06 0.13
C -0.06 0.54 -0.24
C 1.64 -0.97 0.80
C 0.51 -1.33 1.77
C 1.33 0.35 -0.01
C 2.07 0.26 -1.36
C -1.74 1.88 -1.22
N -0.69 -1.51 1.09
N -1.29 0.76 -0.39
H -2.72 -1.80 1.22
H -3.30 0.17 -0.12
H 2.58 -0.85 1.34
H 1.74 -1.77 0.07
H 0.81 -2.29 2.22
H 0.42 -0.60 2.58
H 1.71 1.20 0.57
H 3.12 0.05 -1.18
H 1.99 1.18 -1.92
H 1.65 -0.55 -1.95
H -1.78 1.56 -2.26
H -2.73 2.20 -0.90
H -1.05 2.72 -1.14
```

- DFT total energy (eV) = -11475.17175
- HOMO energy (spin up / spin down) (eV) = -12.3 / -12.3
- orbital gap (spin up / spin down) (hartree) = 0.2443 / 0.2445
- total charge = +1

Atomic partial charges in e from the natural (NBO) method, atoms 1 to 8: C 0.092; C -0.194; C 0.622; C -0.324; C -0.243; C -0.380; C -0.572; C -0.408

=====

- Which formula does entry 8 have?
  C8H13N

=====

- Which value of DFT total energy does entry 10 give?
  -11475.17175 eV

=====

- Which value of DFT total energy does entry 4 give?
  -19583.88308 eV

=====

- Number 9 is which compound?
  C8H13N